Here is a cluster of 3 separate species, CH7O2S in total from the OMol25 dataset. Energies are from wB97M-V/def2-TZVPD.

```
! wB97M-V def2-TZVPD RIJCOSX def2/J DEFGRID3
* xyz -1 1
C 0.0544 -0.2191 1.3353
S 0.2987 -0.1005 -0.4680
H -0.4694 -1.1243 1.6639
H -0.4863 0.6305 1.7601
H 1.0307 -0.2825 1.8286
H -2.2185 -1.9064 -1.8750
H -1.1056 -1.9804 -0.8983
O -1.6298 -2.5630 -1.4862
H 1.4089 1.7358 -0.7377
H 1.3686 3.1511 -0.1939
O 1.7481 2.6589 -0.9288
*
```

Calculated values
**Relative energy (zero: lowest compared OMol25 entry of this formula, charge and spin)**: 0.123 eV
**E_HOMO**: -2.991 eV
**LUMO energy**: 4.059 eV
**Orbital gap**: 7.05 eV

Here is an isolated molecule of C6H7NS2 at a distorted geometry from the OMol25 dataset. Energies are from wB97M-V/def2-TZVPD.

```
! wB97M-V def2-TZVPD RIJCOSX def2/J DEFGRID3
* xyz 0 1
C -0.5142 -0.2337 -1.4490
C 1.3393 -1.5247 1.5948
C -0.2028 0.7624 -0.5723
C -0.0880 0.7130 0.8982
C -0.7501 -2.0597 0.6206
C -0.1723 2.1773 -1.1876
N 0.4362 -2.2250 1.1778
S -0.6867 -1.8958 -1.1101
S 1.4217 0.1976 1.6792
H -0.6123 -0.0289 -2.4668
H 2.3245 -2.0363 1.9671
H -0.6706 1.4422 1.4121
H -1.5828 -2.5825 1.1456
H -0.6316 2.2384 -2.1598
H 0.9343 2.2386 -1.1207
H -0.5446 2.8171 -0.4291
*
```

Calculated values
**Relative energy (zero: lowest compared OMol25 entry of this formula, charge and spin)**: 4.037 eV
**E_HOMO (alpha / beta)**: -7.421 / -7.616 eV
**LUMO energy (alpha / beta)**: -0.571 / -0.169 eV
**Orbital gap (alpha / beta)**: 6.85 / 7.45 eV

Here is a cluster of 4 separate species, C30H70N13O6P3 in total at a distorted geometry from the OMol25 dataset. Energies are from wB97M-V/def2-TZVPD.

```
! wB97M-V def2-TZVPD RIJCOSX def2/J DEFGRID3
* xyz 0 1
N 4.5972 -0.5253 1.3375
C 5.8018 -0.3905 0.4683
C 5.8372 0.9316 -0.3940
C 4.4482 1.3835 -0.9768
C 3.6349 2.4116 -0.1074
C 4.3325 3.7309 0.3994
O 5.4000 3.6397 1.3648
N 4.9557 3.3865 2.6584
O 5.4223 2.3533 2.9851
C 3.0901 4.2798 1.2966
O 3.0009 5.4157 1.6744
N 2.1364 3.2307 1.5436
C 2.6845 1.9192 1.0373
C 1.4517 1.0214 0.6473
C 0.8156 1.2792 -0.6319
C -0.3644 0.4645 -0.9668
C -0.8023 -0.5130 0.0257
C -0.0056 -0.6237 1.2377
N 1.0861 0.1059 1.5791
H 4.3505 -1.5219 1.3035
H 4.9414 -0.4116 2.2990
H 6.7239 -0.3679 1.1208
H 5.8813 -1.2771 -0.2161
H 6.4987 0.7023 -1.2807
H 6.3847 1.7055 0.1956
H 3.8217 0.4576 -1.1091
H 4.6088 1.8175 -1.9944
H 2.9239 2.8427 -0.8771
H 4.3981 4.5406 -0.3696
H 1.2464 3.4879 1.1065
H 3.1661 1.4689 1.9325
H 1.1315 2.0324 -1.3815
H -0.9349 0.5785 -1.9122
H -1.7083 -1.1721 -0.0992
H -0.3419 -1.3899 1.9821
O -3.2901 -2.7359 -1.3091
P -4.3087 -3.3689 -2.2615
N -4.0858 -4.9812 -1.6886
C -2.7909 -5.6408 -1.7398
C -4.6807 -5.1822 -0.3705
N -3.4640 -2.9854 -3.7037
C -2.7770 -3.9213 -4.5645
C -2.7371 -1.7180 -3.6980
N -5.6114 -3.9830 -3.3308
C -6.8681 -3.2578 -3.0871
C -5.9170 -5.3817 -3.5916
H -2.8851 -6.6769 -1.4011
H -2.0340 -5.1388 -1.1266
H -2.4227 -5.7198 -2.7609
H -5.7340 -4.8765 -0.3798
H -4.1674 -4.5982 0.4020
H -4.6635 -6.2364 -0.0822
H -1.7926 -4.1950 -4.1670
H -2.6198 -3.4820 -5.5551
H -3.3526 -4.8291 -4.7436
H -1.7615 -1.8134 -3.2027
H -3.3068 -0.9428 -3.1863
H -2.5675 -1.3615 -4.7186
H -7.3211 -3.5607 -2.1377
H -7.5894 -3.4232 -3.8915
H -6.6802 -2.1796 -3.0411
H -6.4068 -5.8727 -2.7430
H -5.0344 -5.9590 -3.8597
H -6.5925 -5.4495 -4.4513
O -8.5409 -2.2765 -0.1138
P -9.1178 -1.8562 1.2410
N -10.6148 -2.6926 1.0453
C -11.5166 -2.4017 -0.0579
C -10.4577 -4.1380 1.1741
N -9.1720 -0.1785 0.8990
C -10.3636 0.6085 0.6746
C -8.0930 0.3349 0.0567
N -9.6414 -1.4119 2.9000
C -8.6517 -1.8512 3.8952
C -10.9762 -1.5924 3.4525
H -12.4366 -2.9844 0.0472
H -11.0740 -2.6188 -1.0366
H -11.8466 -1.3649 -0.0416
H -9.9560 -4.3817 2.1185
H -9.8597 -4.5578 0.3569
H -11.4261 -4.6439 1.1951
H -10.7523 0.4799 -0.3423
H -10.1472 1.6730 0.8105
H -11.1563 0.3857 1.3886
H -8.2908 0.1550 -1.0079
H -7.1420 -0.1310 0.3118
H -7.9643 1.4116 0.2020
H -8.6839 -2.9376 4.0354
H -8.8144 -1.3672 4.8611
H -7.6414 -1.5833 3.5675
H -11.2009 -2.6403 3.6815
H -11.7548 -1.2099 2.7959
H -11.0620 -1.0219 4.3838
O 10.2460 3.2186 -1.3116
P 10.0982 3.3869 0.2026
N 9.6443 5.0506 0.1374
C 10.5109 6.0587 -0.4515
C 8.2836 5.2295 -0.3611
N 11.7448 3.0890 0.5767
C 12.7056 4.0668 1.0339
C 12.4234 2.1101 -0.2701
N 9.8294 3.4361 1.9768
C 8.8641 2.4052 2.3846
C 9.6074 4.6318 2.7767
H 10.0714 7.0521 -0.3215
H 10.6914 5.8921 -1.5194
H 11.4679 6.1138 0.0642
H 7.5831 4.6210 0.2239
H 8.1923 4.9321 -1.4124
H 7.9555 6.2672 -0.2606
H 13.0959 4.6731 0.2079
H 13.5588 3.5694 1.5068
H 12.3012 4.7284 1.7998
H 12.7629 2.5574 -1.2130
H 11.7662 1.2741 -0.5053
H 13.2952 1.6906 0.2413
H 7.8460 2.6790 2.0890
H 8.8848 2.2403 3.4648
H 9.1083 1.4483 1.9091
H 8.6080 5.0580 2.6316
H 10.3437 5.4083 2.5797
H 9.7121 4.3813 3.8382
*
```

Calculated values
**E_HOMO**: -7.886 eV
**LUMO energy**: -0.952 eV
**Structure (SMILES)**: NCCC[C@@H]1[C@H](ON=O)C(=O)N[C@H]1c1ccccn1.CN(C)P(=O)(N(C)C)N(C)C.CN(C)P(=O)(N(C)C)N(C)C.CN(C)P(=O)(N(C)C)N(C)C
**Orbital gap**: 6.93 eV

Here is a cluster of 15 separate species, C40H72N18O4PS in total from the OMol25 dataset. Energies are from wB97M-V/def2-TZVPD.

```
! wB97M-V def2-TZVPD RIJCOSX def2/J DEFGRID3
* xyz 1 1
C -2.0495 -2.6935 1.3228
C -2.6883 -1.6511 0.4236
O -1.8625 -1.4618 -0.7314
C -2.4622 -0.7105 -1.7691
C -1.7359 0.6053 -2.0590
P -1.6840 1.7130 -0.6602
N -0.6931 1.0345 0.4770
C -3.3100 2.0409 -0.0033
C -3.2579 2.6919 1.3861
C -4.6713 2.8627 1.9892
C -4.8945 4.2822 2.5160
N -4.8011 5.2677 1.4375
C -3.5519 5.7537 1.0610
N -3.1535 5.9791 -0.1330
N -2.7266 6.1095 2.1412
C -1.0270 3.2771 -1.2356
C 0.5005 3.4109 -1.1667
C 0.9976 3.9492 0.1788
S 2.6389 3.4324 0.5375
O 3.3786 3.4460 -0.6993
O 3.1630 4.1412 1.6640
O 2.2983 1.9532 0.9425
H -2.2978 -2.5121 2.3694
H -0.9634 -2.6516 1.2082
H -2.3562 -3.7053 1.0516
H -3.6836 -1.9634 0.0902
H -2.8118 -0.6986 0.9640
H -3.5284 -0.5551 -1.5688
H -2.4066 -1.3080 -2.6871
H -0.6995 0.4027 -2.3522
H -2.2542 1.1298 -2.8710
H -0.3014 0.1529 0.1511
H -1.0863 0.8990 1.4015
H -3.8804 1.1081 0.0519
H -3.7950 2.7187 -0.7174
H -2.7698 3.6651 1.3240
H -2.6454 2.0854 2.0623
H -4.8786 2.1138 2.7596
H -5.4079 2.6767 1.1952
H -4.1504 4.5251 3.2725
H -5.8663 4.3563 3.0142
H -5.3129 4.9660 0.6164
H -3.8920 5.7940 -0.8109
H -1.8840 6.5268 1.7581
H -2.4546 5.3385 2.7442
H -1.3336 3.3305 -2.2856
H -1.5315 4.1041 -0.7162
H 0.8063 4.0781 -1.9749
H 0.9777 2.4433 -1.3561
H 0.3720 3.5917 1.0018
H 1.0538 5.0406 0.2016
H 3.0166 1.5205 1.4598
C -0.1120 6.2368 -5.1316
C -0.6579 4.9459 -4.7380
N -1.0961 3.9310 -4.4266
H -0.8005 6.7329 -5.8131
H 0.0291 6.8631 -4.2526
H 0.8447 6.0956 -5.6311
C 6.5062 3.0187 -0.3574
C 7.2417 1.8035 -0.0482
N 7.7817 0.8206 0.2001
H 5.6924 2.7989 -1.0430
H 6.0826 3.4359 0.5564
H 7.1692 3.7563 -0.8093
C 1.7696 -5.7003 0.5231
C 0.8109 -5.2515 1.5213
N 0.0579 -4.8978 2.3139
H 2.1793 -6.6573 0.8444
H 1.2708 -5.8269 -0.4370
H 2.5694 -4.9690 0.4160
C -0.6394 -9.1599 3.0106
C 0.6432 -8.8082 2.4259
N 1.6423 -8.5241 1.9342
H -0.6864 -8.8180 4.0422
H -1.4334 -8.6995 2.4267
H -0.7668 -10.2408 2.9989
C -5.6404 -4.2117 1.1814
C -5.4730 -2.9271 1.8489
N -5.3431 -1.8960 2.3390
H -5.4536 -4.0646 0.1190
H -4.9273 -4.9315 1.5818
H -6.6496 -4.5925 1.3235
C 5.8366 0.3393 3.4136
C 4.4751 0.1279 2.9520
N 3.3826 -0.0435 2.6342
H 5.9363 1.3504 3.8056
H 6.0645 -0.3754 4.2028
H 6.5311 0.1876 2.5899
C -3.5580 -4.4249 -2.6785
C -4.5302 -3.4390 -2.2262
N -5.2789 -2.6515 -1.8530
H -4.0552 -5.2241 -3.2227
H -2.8291 -3.9581 -3.3379
H -3.0394 -4.8454 -1.8173
C 3.4333 0.4990 -1.8727
C 2.2239 0.0017 -2.5112
N 1.2765 -0.3899 -3.0312
H 3.2989 1.5341 -1.5588
H 3.6659 -0.1095 -0.9995
H 4.2636 0.4434 -2.5752
C 1.4467 -7.9525 7.0020
C 0.5281 -9.0295 6.6581
N -0.1935 -9.8811 6.3877
H 1.3597 -7.1463 6.2751
H 1.2099 -7.5681 7.9923
H 2.4691 -8.3256 6.9985
C -4.7537 -7.1025 -7.0814
C -3.8486 -6.6876 -6.0185
N -3.1275 -6.3595 -5.1870
H -5.5654 -6.3840 -7.1778
H -4.2125 -7.1579 -8.0240
H -5.1689 -8.0818 -6.8507
C -3.7105 3.1530 6.5146
C -2.8522 3.3831 5.3618
N -2.1684 3.5637 4.4566
H -3.2703 3.6133 7.3972
H -4.6915 3.5907 6.3365
H -3.8207 2.0836 6.6848
C 6.7766 7.1235 -1.9447
C 7.8132 6.2007 -2.3860
N 8.6275 5.4771 -2.7508
H 5.8613 6.5786 -1.7162
H 7.1073 7.6645 -1.0603
H 6.5799 7.8468 -2.7333
C 9.2400 9.1517 -4.9278
C 8.6460 9.7418 -3.7353
N 8.1782 10.1924 -2.7894
H 9.8375 8.2847 -4.6504
H 8.4574 8.8387 -5.6166
H 9.8769 9.8827 -5.4225
C 0.5632 -9.9592 -1.5737
C -0.5141 -9.3793 -0.7851
N -1.3450 -8.9276 -0.1340
H 0.8467 -10.9225 -1.1538
H 0.2382 -10.0984 -2.6031
H 1.4280 -9.2985 -1.5533
*
```

Calculated values
**E_HOMO**: -11.095 eV
**LUMO energy**: -1.465 eV
**Orbital gap**: 9.63 eV

Here is a structure of composition C13H29AlBeBrCaCs2FN6O12P2 at a distorted geometry from the OMol25 dataset. Energies are from wB97M-V/def2-TZVPD.

```
! wB97M-V def2-TZVPD RIJCOSX def2/J DEFGRID3
* xyz 2 1
N -4.8068 -6.9700 -0.0150
C -3.8067 -6.9161 -1.1236
O -4.0645 -7.4729 -2.3673
C -2.4409 -6.2218 -0.8811
C -2.4653 -4.6801 -1.2309
C -2.1358 -3.7444 -0.0562
O -2.0057 -2.4081 -0.6749
C -0.6210 -2.2484 -0.7669
O 0.0105 -1.9447 -1.6518
O -0.2219 -2.5931 0.4845
C -0.7988 -3.8817 0.7025
N -1.0616 -4.1208 2.0695
N 0.1907 -4.7909 0.2550
H -4.3242 -6.5710 0.7692
H -5.5937 -6.3236 -0.2205
H -1.7825 -6.6833 -1.6235
H -2.0840 -6.4130 0.1226
H -1.8557 -4.4318 -2.0943
H -3.4868 -4.4522 -1.5247
H -3.0330 -3.6409 0.5457
H -0.9628 -5.0820 2.3217
H -2.0187 -3.9137 2.2750
H 0.4434 -4.6643 -0.7070
H -0.0196 -5.7425 0.4742
Ca -6.0914 -7.2777 -2.3363
O -0.2939 2.5440 2.8000
P 0.8559 2.7973 1.8659
N -0.0091 3.8048 0.7633
C 0.2080 3.8624 -0.6519
C -0.1777 5.1715 1.2866
N 0.8401 1.0873 1.2882
C 0.3592 0.7048 -0.0253
C 0.2134 0.1174 2.1701
N 2.3865 3.1094 1.0377
C 3.0921 2.2432 0.1032
C 3.3735 3.4933 2.1051
H 1.1786 4.3938 -0.9199
H -0.5995 4.4006 -1.1402
H 0.2183 2.8817 -1.1160
H 0.7836 5.6992 1.3228
H -0.5904 5.1457 2.2967
H -0.8657 5.7471 0.6726
H -0.6338 1.1383 -0.2882
H 0.2807 -0.3682 -0.0645
H 1.0566 0.9160 -0.8292
H -0.9137 0.0854 2.1556
H 0.5253 0.2774 3.2136
H 0.5896 -0.8921 1.8488
H 3.2642 1.2324 0.4852
H 4.0681 2.6748 -0.1218
H 2.5966 2.2135 -0.8652
H 3.6010 2.6421 2.7544
H 2.9620 4.3000 2.7262
H 4.3029 3.8630 1.6790
O 4.3612 6.4240 0.1244
P 5.6172 5.8122 -0.4744
O 6.5746 6.9070 -0.9300
O 5.2191 4.9439 -1.6495
O 6.2902 4.9414 0.5697
Cs -3.6056 -0.7802 -1.2864
Be -0.3919 -1.7436 3.1294
Br 1.6628 4.9333 -2.8522
F -0.6180 -3.2667 4.0088
C -1.6420 5.1822 -3.8781
O -1.5290 5.9500 -2.9214
O -2.3600 4.1293 -3.8896
O -1.0559 5.3193 -4.9954
Cs 6.5476 7.9100 -2.8725
Al -2.7057 -8.7596 -1.3811
*
```

Calculated values
**Relative energy (zero: lowest compared OMol25 entry of this formula, charge and spin)**: 0.000 eV
**E_HOMO**: -9.309 eV
**LUMO energy**: -8.050 eV
**Orbital gap**: 1.26 eV

Here is a structure of composition C39H40AsN2O3S4TeTi at a distorted geometry from the OMol25 dataset. Energies are from wB97M-V/def2-TZVPD.

```
! wB97M-V def2-TZVPD RIJCOSX def2/J DEFGRID3
* xyz -1 1
Ti -0.4220 1.8662 2.6593
S -2.6430 2.8764 3.3002
As -2.0813 1.2946 4.6835
S -0.0818 2.0171 5.1874
S -1.6703 -0.2759 3.1849
S -3.3213 0.7172 6.2646
C -0.0736 -5.7657 -4.3038
C -0.1509 -4.5361 -3.4318
C -1.2756 -4.2676 -2.6645
C -1.3712 -3.1324 -1.8623
C -2.6363 -2.9452 -1.0552
C -0.3141 -2.2020 -1.8336
Te -0.5073 -0.3813 -0.6317
N -0.9255 1.7569 0.7825
C -0.3353 2.8983 0.6703
O 0.1095 3.4938 1.7995
C -0.1020 3.6281 -0.6164
C -0.8535 4.7607 -0.9018
C -0.6801 5.4227 -2.1094
C 0.2520 4.9608 -3.0314
C 1.0110 3.8333 -2.7411
C 0.8329 3.1650 -1.5352
C -2.1738 0.3074 -1.7528
C -2.0177 0.6577 -3.1073
C -0.7418 0.4875 -3.8904
C -3.1085 1.1895 -3.7968
C -4.3317 1.4034 -3.1831
C -5.4958 1.9910 -3.9398
C -4.4552 1.0608 -1.8448
C -3.4043 0.5143 -1.1126
C -3.6439 0.1875 0.3384
C 0.8408 -2.4766 -2.5961
C 2.0435 -1.5516 -2.6670
C 0.9015 -3.6351 -3.3735
H -0.9035 -6.4442 -4.1028
H 0.8580 -6.3103 -4.1393
H -0.1114 -5.4996 -5.3630
H -2.1092 -4.9654 -2.6847
H -3.1903 -3.8828 -0.9853
H -3.2894 -2.1974 -1.5135
H -2.4184 -2.5914 -0.0476
H -1.5797 5.1119 -0.1785
H -1.2760 6.2991 -2.3326
H 0.3870 5.4791 -3.9743
H 1.7365 3.4655 -3.4581
H 1.4154 2.2816 -1.3032
H 0.1246 0.8031 -3.3093
H -0.7835 1.0798 -4.8066
H -0.5864 -0.5580 -4.1645
H -2.9851 1.4500 -4.8456
H -5.2341 2.1809 -4.9813
H -5.8155 2.9360 -3.4940
H -6.3561 1.3181 -3.9233
H -5.4029 1.2229 -1.3374
H -4.6996 -0.0292 0.5114
H -3.3598 1.0200 0.9867
H -3.0509 -0.6612 0.6721
H 2.0482 -0.8071 -1.8736
H 2.0516 -1.0110 -3.6179
H 2.9742 -2.1244 -2.6124
H 1.7987 -3.8266 -3.9598
C 5.0683 -0.8317 3.9693
O 3.6914 -1.0031 3.6764
C 2.7883 -0.7874 4.6646
C 3.1086 -0.2428 5.9020
C 2.1437 -0.1492 6.8973
C 0.8578 -0.6127 6.6762
C 0.5317 -1.1238 5.4362
C 1.4750 -1.1800 4.4244
N 1.0654 -1.7851 3.1965
C 1.5134 -1.6913 1.9908
C 2.3800 -0.6769 1.4781
C 3.3616 -1.0109 0.5356
C 4.2235 -0.0540 0.0574
C 4.0662 1.2730 0.4979
C 3.0627 1.6229 1.3768
C 2.1886 0.6454 1.8716
O 1.1885 0.9745 2.6368
H 5.6050 -1.1887 3.0955
H 5.3604 -1.4102 4.8470
H 5.3087 0.2206 4.1289
H 4.1113 0.1072 6.0906
H 2.4064 0.2990 7.8470
H 0.0926 -0.5366 7.4356
H -0.4815 -1.4437 5.2293
H 0.2136 -2.3274 3.2975
H 1.1723 -2.4760 1.3173
H 3.4521 -2.0441 0.2132
H 4.9967 -0.3158 -0.6524
H 4.7282 2.0439 0.1203
H 2.9037 2.6448 1.6922
*
```

Calculated values
**E_HOMO**: -4.489 eV
**LUMO energy**: 1.080 eV
**Orbital gap**: 5.57 eV